A molecular structure, C21H49N7O11SZn. Source: the OMol25 dataset; level of theory: wB97M-V/def2-TZVPD.

The geometry in ORCA input format:
```
! wB97M-V def2-TZVPD RIJCOSX def2/J DEFGRID3
* xyz 0 1
Zn -13.698 22.032 5.241
S -13.656 24.324 6.475
O -14.655 23.202 6.531
O -14.207 25.590 6.018
O -13.003 24.465 7.780
O -12.717 23.769 5.444
C -15.987 24.334 9.480
C -15.376 23.183 10.263
O -16.032 22.586 11.101
N -14.072 22.921 10.006
C -13.397 21.815 10.652
H -16.841 24.721 10.027
H -16.317 24.001 8.496
H -15.239 25.114 9.328
H -13.578 23.482 9.316
H -12.449 22.136 11.084
H -13.229 21.014 9.923
H -14.032 21.384 11.421
C -10.227 25.959 9.755
C -10.976 27.233 9.459
O -10.512 28.317 9.798
N -12.143 27.101 8.805
C -13.062 28.179 8.466
H -9.477 25.793 8.981
H -10.891 25.085 9.748
H -9.797 25.963 10.753
H -12.370 26.172 8.470
H -13.265 28.129 7.396
H -12.526 29.117 8.601
H -13.946 28.098 9.091
C -11.289 27.077 4.823
C -12.223 28.083 4.220
O -11.841 29.001 3.505
N -13.530 27.894 4.515
C -14.580 28.706 3.934
H -11.250 27.239 5.908
H -10.293 27.074 4.392
H -11.652 26.044 4.777
H -13.808 27.039 4.994
H -14.185 29.668 3.623
H -15.343 28.885 4.693
H -15.034 28.211 3.072
C -17.780 24.798 4.876
C -17.999 25.992 5.782
O -19.128 26.429 5.968
N -16.895 26.497 6.369
C -16.944 27.530 7.365
H -17.571 25.062 3.838
H -18.656 24.157 4.905
H -16.924 24.214 5.234
H -16.009 26.082 6.095
H -16.326 28.388 7.086
H -16.616 27.190 8.349
H -17.959 27.908 7.456
C -10.686 19.871 7.391
C -11.513 21.129 7.301
O -12.534 21.155 6.583
N -11.188 22.192 8.012
C -9.990 22.381 8.806
H -9.800 19.982 6.764
H -11.303 19.070 6.993
H -10.414 19.630 8.416
H -11.832 22.981 7.928
H -10.232 22.508 9.863
H -9.520 23.322 8.519
H -9.310 21.557 8.631
C -9.366 24.261 5.706
C -8.061 23.602 6.096
O -7.981 22.386 6.227
N -7.052 24.421 6.450
C -5.710 23.906 6.702
H -10.143 23.521 5.529
H -9.260 24.904 4.831
H -9.742 24.887 6.521
H -7.134 25.414 6.319
H -5.669 23.327 7.621
H -5.003 24.729 6.684
H -5.446 23.242 5.875
C -14.305 24.840 2.617
C -14.469 23.351 2.549
O -14.650 22.666 3.565
N -14.362 22.807 1.331
C -14.364 21.377 1.088
H -14.503 25.323 1.659
H -13.256 25.056 2.832
H -14.943 25.262 3.387
H -13.985 23.376 0.592
H -13.706 21.154 0.248
H -15.352 21.037 0.773
H -14.035 20.762 1.921
*
```

Summary:
Calculated total energy ... -114783.990 eV
ΔE to the lowest compared entry with this formula, charge and spin ... 28.9 kJ/mol
HOMO-LUMO gap ... 7.72 eV
E_HOMO ... -9.042 eV

3 unconnected molecules or ions with the total composition C21H50ClN2O6P2. Source: the OMol25 dataset; level of theory: wB97M-V/def2-TZVPD.

The geometry in ORCA input format:
```
! wB97M-V def2-TZVPD RIJCOSX def2/J DEFGRID3
* xyz -1 1
C 2.818 1.585 4.344
C 2.569 0.480 3.286
C 1.730 -0.628 3.906
C 1.347 -1.792 2.923
N 1.648 -1.587 1.534
P 0.396 -1.176 0.288
Cl -0.666 0.135 1.729
C -0.651 -2.732 0.748
N -1.097 -3.475 -0.456
C 1.492 0.322 -0.330
C 2.202 0.087 -1.659
O 1.422 0.323 -2.838
C 1.630 1.561 -3.467
C 0.286 2.017 -4.070
C -0.903 -0.691 -1.060
C -2.428 -0.692 -0.770
P -3.230 0.944 -0.616
O -3.633 1.305 0.767
O -2.317 2.081 -1.308
C -1.826 3.075 -0.379
C -0.767 3.922 -1.053
O -4.575 0.943 -1.566
C -5.489 -0.097 -1.186
C -6.887 0.480 -1.082
H 3.231 1.126 5.248
H 1.840 1.980 4.626
H 3.460 2.379 3.965
H 3.505 0.117 2.863
H 1.958 0.940 2.509
H 0.796 -0.183 4.265
H 2.230 -1.051 4.786
H 1.945 -2.652 3.271
H 0.316 -2.070 3.157
H 2.354 -2.207 1.180
H 1.085 -2.018 -0.680
H -1.500 -2.477 1.389
H -0.032 -3.429 1.324
H -0.643 -4.376 -0.479
H -2.097 -3.614 -0.447
H 0.945 1.270 -0.307
H 2.305 0.442 0.391
H 3.072 0.761 -1.689
H 2.603 -0.926 -1.741
H 1.972 2.327 -2.766
H 2.330 1.427 -4.303
H 0.427 2.630 -4.962
H -0.314 2.558 -3.339
H -0.285 1.123 -4.322
H -0.755 -1.343 -1.919
H -0.653 0.303 -1.429
H -2.915 -1.154 -1.641
H -2.784 -1.240 0.102
H -1.374 2.573 0.475
H -2.637 3.707 -0.021
H 0.132 3.346 -1.283
H -0.462 4.727 -0.387
H -1.123 4.371 -1.985
H -5.457 -0.869 -1.961
H -5.210 -0.549 -0.233
H -7.604 -0.346 -1.062
H -7.005 1.066 -0.171
H -7.135 1.116 -1.931
C 0.972 -8.427 -0.022
C 0.125 -7.517 -0.879
O -0.182 -6.410 -0.511
C -0.319 -8.053 -2.219
H 1.220 -7.920 0.907
H 0.424 -9.344 0.205
H 1.893 -8.684 -0.547
H -0.919 -8.954 -2.082
H 0.551 -8.295 -2.832
H -0.915 -7.300 -2.729
C 3.385 5.797 2.165
C 2.269 6.085 1.190
O 1.332 5.335 1.069
C 2.380 7.352 0.374
H 3.181 4.861 2.682
H 4.335 5.712 1.633
H 3.460 6.602 2.898
H 3.289 7.329 -0.230
H 2.413 8.221 1.033
H 1.517 7.435 -0.284
*
```

Summary:
Calculated total energy ... -68954.700 eV
HOMO-LUMO gap ... 6.10 eV
E_HOMO ... -3.700 eV

4 unconnected molecules or ions with the total composition C21H50FO3P2. Source: the OMol25 dataset; level of theory: wB97M-V/def2-TZVPD.

The geometry in ORCA input format:
```
! wB97M-V def2-TZVPD RIJCOSX def2/J DEFGRID3
* xyz -1 1
C -4.151 -0.292 1.366
C -3.919 -1.630 1.809
P -3.615 -3.545 1.991
F -5.296 -3.761 1.426
C -1.838 -3.206 2.636
P -0.623 -3.257 1.133
O -0.635 -4.738 0.530
O 1.020 -3.018 1.759
O -1.035 -2.057 -0.110
H -4.513 0.650 0.730
H -4.127 -3.440 3.345
H -3.424 -4.975 2.086
H -3.138 -3.605 0.603
H -1.502 -4.043 3.413
H -1.747 -2.113 3.099
H 1.473 -2.388 1.097
H -1.629 -2.507 -0.809
C 1.364 -7.808 -4.212
C 2.555 -6.867 -4.124
C 2.863 -6.411 -2.695
C 1.755 -5.605 -2.007
C 1.318 -4.333 -2.739
C 2.429 -3.305 -2.880
H 0.439 -7.322 -3.887
H 1.220 -8.134 -5.248
H 1.522 -8.699 -3.597
H 2.390 -6.002 -4.775
H 3.437 -7.385 -4.518
H 3.788 -5.822 -2.707
H 3.077 -7.294 -2.079
H 2.099 -5.334 -1.001
H 0.876 -6.244 -1.861
H 0.494 -3.877 -2.176
H 0.915 -4.578 -3.727
H 2.823 -3.018 -1.900
H 2.048 -2.403 -3.369
H 3.257 -3.685 -3.487
C -1.810 6.383 0.330
C -2.336 4.960 0.224
C -3.615 4.724 1.031
C -3.482 4.912 2.547
C -2.422 4.040 3.226
C -2.699 2.550 3.106
H -1.523 6.632 1.356
H -0.924 6.504 -0.300
H -2.563 7.104 -0.004
H -1.555 4.255 0.528
H -2.549 4.747 -0.831
H -3.980 3.712 0.821
H -4.395 5.405 0.668
H -4.457 4.707 3.007
H -3.262 5.963 2.765
H -2.391 4.302 4.291
H -1.428 4.263 2.827
H -3.675 2.297 3.533
H -1.936 1.980 3.647
H -2.682 2.219 2.063
C 4.495 5.015 0.441
C 4.122 3.738 -0.296
C 2.776 3.827 -1.020
C 1.557 4.053 -0.119
C 1.346 3.005 0.976
C 1.094 1.607 0.433
H 3.782 5.245 1.238
H 5.483 4.909 0.899
H 4.532 5.867 -0.247
H 4.127 2.895 0.402
H 4.901 3.527 -1.039
H 2.631 2.910 -1.604
H 2.820 4.643 -1.752
H 0.662 4.089 -0.753
H 1.631 5.041 0.351
H 0.478 3.304 1.577
H 2.200 2.985 1.660
H 0.219 1.594 -0.226
H 0.906 0.911 1.257
H 1.954 1.230 -0.128
*
```

Summary:
Calculated total energy ... -50023.713 eV
HOMO-LUMO gap ... 7.62 eV
E_HOMO ... -5.220 eV

3 unconnected molecules or ions with the total composition C21H51N5O12PS2. Source: the OMol25 dataset; level of theory: wB97M-V/def2-TZVPD.

The geometry in ORCA input format:
```
! wB97M-V def2-TZVPD RIJCOSX def2/J DEFGRID3
* xyz 1 1
C -0.558 -3.774 0.053
C 0.655 -3.566 0.920
O 0.575 -3.383 2.116
N 1.859 -3.605 0.262
C 3.009 -2.855 0.768
C 3.503 -1.830 -0.257
C 2.377 -1.048 -0.920
C 1.624 -0.207 0.106
N 0.240 0.121 -0.374
C 0.308 0.721 -1.764
C -0.916 1.521 -2.185
N -2.010 0.630 -2.542
O -1.343 2.442 -1.200
C -0.670 2.363 0.028
C -0.655 0.933 0.564
O -1.854 0.255 0.430
C -3.054 0.777 1.046
C -4.227 -0.017 0.509
N -4.575 -1.118 1.399
C -5.337 -2.176 0.737
C -6.824 -1.777 0.509
C -7.179 -1.522 -0.954
O -7.153 -0.586 1.206
P -0.074 0.963 2.364
N 0.071 -0.379 3.090
O -1.098 1.949 3.077
O 1.223 1.900 2.302
H -1.352 -4.158 0.691
H -0.378 -4.487 -0.750
H -0.901 -2.825 -0.361
H 1.740 -3.564 -0.740
H 2.760 -2.388 1.721
H 3.821 -3.549 0.986
H 4.208 -1.147 0.222
H 4.070 -2.345 -1.035
H 2.796 -0.422 -1.709
H 1.699 -1.734 -1.426
H 1.532 -0.762 1.037
H 2.148 0.730 0.279
H -0.236 -0.778 -0.481
H 1.204 1.338 -1.799
H 0.392 -0.100 -2.471
H -0.596 2.096 -3.060
H -2.858 0.957 -2.096
H -2.180 0.662 -3.540
H 0.352 2.756 -0.010
H -1.221 2.992 0.725
H -2.987 0.620 2.124
H -3.165 1.838 0.831
H -5.086 0.647 0.402
H -3.965 -0.377 -0.496
H -3.714 -1.529 1.742
H -4.886 -2.453 -0.224
H -5.295 -3.043 1.396
H -7.434 -2.606 0.878
H -8.167 -1.909 -1.192
H -6.470 -1.990 -1.636
H -7.200 -0.448 -1.129
H -6.920 -0.691 2.134
H -0.133 -1.229 2.580
H -0.876 2.886 3.007
H 1.936 1.486 2.812
O 4.676 7.499 3.718
S 4.055 6.742 4.760
O 4.494 5.404 5.011
O 2.482 6.726 4.494
C 2.060 6.331 3.174
C 2.173 4.834 2.957
C 4.032 7.653 6.259
H 2.635 6.887 2.432
H 1.026 6.663 3.107
H 3.215 4.519 2.960
H 1.734 4.562 1.997
H 1.661 4.293 3.754
H 3.665 8.654 6.055
H 5.059 7.685 6.616
H 3.398 7.134 6.973
O 0.312 -4.373 -4.435
S 1.667 -4.155 -4.040
O 1.971 -2.950 -3.308
O 2.612 -4.258 -5.293
C 2.268 -3.493 -6.482
C 2.605 -2.024 -6.351
C 2.292 -5.541 -3.161
H 1.215 -3.653 -6.709
H 2.855 -3.958 -7.269
H 1.974 -1.534 -5.610
H 2.452 -1.533 -7.311
H 3.644 -1.893 -6.051
H 2.073 -6.438 -3.733
H 1.783 -5.571 -2.199
H 3.362 -5.414 -3.020
*
```

Summary:
Calculated total energy ... -85578.205 eV
HOMO-LUMO gap ... 9.17 eV
E_HOMO ... -11.373 eV

6 unconnected molecules or ions with the total composition C21H51N8O12P2. Source: the OMol25 dataset; level of theory: wB97M-V/def2-TZVPD.

The geometry in ORCA input format:
```
! wB97M-V def2-TZVPD RIJCOSX def2/J DEFGRID3
* xyz -1 1
C -4.550 -0.475 2.126
C -4.121 0.034 1.122
C -3.620 0.487 -0.193
P -1.921 -0.398 -0.601
N -0.936 0.897 0.222
C -0.263 -1.402 -0.835
C 0.346 -1.824 0.520
C 1.872 -1.520 0.546
C 2.185 -0.064 0.904
C 1.978 0.310 2.388
O 1.399 -0.737 3.185
C 0.157 -0.281 3.722
C -1.758 0.378 -2.350
C -2.534 1.662 -2.703
C -2.024 2.947 -2.018
C -0.685 3.395 -2.638
N 0.480 3.221 -1.721
C 1.597 2.534 -2.386
C 0.953 4.519 -1.282
C 0.370 4.980 0.039
O 1.734 5.164 -1.932
P -2.998 -2.267 -1.386
N -4.582 -2.368 -1.096
H -4.768 -0.855 3.095
H -4.390 0.352 -0.957
H -3.507 1.573 -0.079
H -2.030 -1.035 0.700
H -0.402 1.456 -0.431
H -1.502 1.474 0.830
H 0.505 -0.806 -1.341
H -0.405 -2.293 -1.468
H 0.254 -2.909 0.636
H -0.086 -1.257 1.339
H 2.325 -1.710 -0.434
H 2.395 -2.161 1.267
H 3.233 0.137 0.666
H 1.610 0.646 0.305
H 1.367 1.209 2.502
H 2.962 0.534 2.832
H -0.513 0.068 2.928
H -0.352 -1.131 4.184
H 0.352 0.511 4.454
H -2.009 -0.362 -3.114
H -0.704 0.604 -2.527
H -3.623 1.571 -2.695
H -2.319 1.836 -3.773
H -2.758 3.730 -2.259
H -1.983 2.885 -0.934
H -0.449 2.858 -3.559
H -0.754 4.463 -2.891
H 1.416 1.457 -2.445
H 2.535 2.668 -1.847
H 1.749 2.889 -3.415
H 1.106 5.575 0.578
H -0.560 5.523 -0.145
H 0.111 4.108 0.643
H -2.758 -2.460 -2.790
H -2.373 -3.377 -0.745
H -4.753 -3.191 -0.528
C -4.931 3.124 4.519
N -3.746 3.165 3.624
O -3.692 4.058 2.801
O -2.922 2.296 3.779
H -5.582 3.953 4.268
H -5.426 2.172 4.353
H -4.570 3.204 5.541
C 4.122 -2.049 4.535
N 4.986 -3.066 5.196
O 4.524 -4.171 5.383
O 6.107 -2.718 5.510
H 3.159 -2.492 4.314
H 4.015 -1.216 5.224
H 4.623 -1.738 3.623
C 1.558 -2.811 -4.775
N 1.267 -1.582 -3.990
O 0.108 -1.275 -3.845
O 2.223 -0.978 -3.541
H 0.618 -3.241 -5.100
H 2.173 -2.519 -5.621
H 2.093 -3.494 -4.121
C 6.766 1.813 1.089
N 5.675 0.932 0.591
O 5.363 -0.020 1.277
O 5.175 1.232 -0.469
H 7.114 1.426 2.039
H 7.558 1.800 0.346
H 6.353 2.811 1.200
C -2.930 -6.399 -2.727
N -1.694 -5.621 -3.005
O -0.870 -5.543 -2.121
O -1.602 -5.114 -4.103
H -2.871 -6.785 -1.716
H -3.771 -5.719 -2.838
H -2.977 -7.205 -3.454
*
```

Summary:
Calculated total energy ... -77653.838 eV
HOMO-LUMO gap ... 5.45 eV
E_HOMO ... -3.464 eV

Taking the records one at a time from the top gives M values of 673.1; 524.0; 431.6; 660.8; 669.6 Da.